1.
The following is a quantum chemistry calculation of a cluster of 17 separate species, C3H40NO17 in total at a distorted geometry, from OMol25.

Positions of all 61 atoms, in Å:
C1 0.0505 0.3275 1.2321
N1 0.6467 -0.6127 0.2695
C2 1.4268 -1.6337 0.7939
O1 0.7786 -2.5390 1.7053
C3 -0.2861 1.7249 0.6684
H1 0.7667 0.5023 2.0260
H2 -0.8035 -0.1451 1.7134
H3 0.1280 -0.7003 -0.6039
H4 1.8543 -2.3281 0.0482
H5 2.3155 -1.3065 1.3578
H6 0.5236 2.1450 0.0829
H7 -1.1888 1.6610 0.0527
H8 -0.6214 2.5584 1.3003
H9 0.0051 3.4010 -3.9689
H10 -0.4504 2.3877 -2.9276
O2 -0.4996 3.3259 -3.1562
H11 1.5697 4.2642 0.2289
H12 2.8360 3.7313 1.0821
O3 2.5092 4.0794 0.2306
H13 2.6273 2.2016 -0.3213
H14 1.9000 0.8670 -0.8680
O4 2.6953 1.2472 -0.4743
H15 0.1554 -3.0544 -1.0944
H16 -0.6466 -4.2831 -0.5920
O5 -0.2800 -3.8584 -1.3778
H17 -0.1120 -2.9512 1.3424
H18 -1.7858 -4.2175 1.5134
O6 -1.4396 -3.4884 0.9962
H19 1.0526 -1.9865 4.5107
H20 1.1416 -1.7797 3.0233
O7 1.3891 -1.3304 3.8914
H21 -2.1708 -2.5934 -1.9298
H22 -2.1290 -3.9599 -2.2804
O8 -2.5686 -3.1580 -2.6074
H23 3.8349 0.3425 1.6646
H24 2.7832 0.1923 2.7580
O9 3.6027 0.6777 2.5391
H25 3.1615 2.2234 2.7396
H26 2.0651 2.9507 3.4701
O10 2.7460 3.1347 2.8015
H27 -3.8486 -1.6142 0.9755
H28 -2.3095 -2.1526 1.2492
O11 -2.9476 -1.3613 1.1700
H29 -2.6786 -1.9723 -3.9664
H30 -3.1918 -0.6223 -4.3618
O12 -2.4274 -1.1923 -4.4982
H31 -2.8198 -0.7226 -1.4524
H32 -2.1837 -0.6292 -0.1944
O13 -2.0633 -0.2353 -1.1000
H33 -1.2480 -1.3380 4.5046
H34 -2.4456 -1.8273 3.6712
O14 -2.2075 -1.4420 4.5213
H35 -0.3165 -0.2054 -3.8140
H36 -0.8718 -0.3328 -2.4732
O15 -0.0834 0.0760 -2.9126
H37 1.3684 1.3076 -3.3778
H38 2.6395 1.9956 -3.5355
O16 1.7661 1.9823 -3.9455
H39 -0.9321 3.9840 -1.4828
H40 -1.7426 3.8796 -0.2048
O17 -1.0396 4.4029 -0.6129

Summary:
Net charge: -1
HOMO energy, eV: -6.3
E_tot, eV: -40061.2504
Relative energy (zero: lowest compared OMol25 entry of this formula, charge and spin), kJ/mol: 285.7
Gap between HOMO and LUMO, eV: 8.669

Results of the Mulliken charge analysis, in e, for atoms 1 through 2: atom 1 (C): -0.11, atom 2 (N): 0.84



2.
The following is a quantum chemistry calculation of a structure of composition C8H10LuO8P at a distorted geometry, from OMol25.

Positions of all 28 atoms, in Å:
O1 0.4197 4.5509 -4.1329
C1 -0.2554 3.9417 -3.4346
Lu1 -0.2596 -0.0591 -0.3861
C2 0.3796 -1.8024 -3.3445
O2 0.7732 -2.5824 -4.2177
C3 -0.7691 0.0469 -4.3878
O3 -0.3227 1.0588 -4.7822
C4 1.2858 -1.6299 -2.1483
O4 2.3664 -2.0580 -1.8674
C5 -0.7593 -0.8755 -3.3416
O5 -1.2938 -0.4378 -2.1937
H1 1.1665 0.8531 0.1778
C6 1.4909 -2.4236 1.5531
O6 0.9404 -1.1999 1.0315
P1 1.2922 0.4126 1.8470
O7 0.4806 0.3843 3.2165
C7 -0.7617 -0.2642 3.5673
O8 -1.1713 1.0870 0.9107
C8 -1.5938 2.3597 1.3695
H2 2.3352 -2.7410 0.9406
H3 0.7283 -3.1993 1.5150
H4 1.8262 -2.2761 2.5837
H5 -0.9517 -1.1907 3.0016
H6 -0.6656 -0.5065 4.6312
H7 -1.5769 0.4551 3.4196
H8 -2.6565 2.3509 1.6132
H9 -1.0283 2.6381 2.2681
H10 -1.4193 3.1074 0.5906

Summary:
Net charge: +2
HOMO energy (spin up / spin down), eV: -16.5 / -16.5
E_tot, eV: -67724.1018
Relative energy (zero: lowest compared OMol25 entry of this formula, charge and spin), kJ/mol: 381.9
Gap between HOMO and LUMO (spin up / spin down), eV: 5.405 / 5.371

Results of the Mulliken charge analysis, in e, for atoms 1 through 2: atom 1 (O): -0.15, atom 2 (C): 0.15



3.
The following is a quantum chemistry calculation of a structure of composition C37H64BCl2EuN8O4 at a distorted geometry, from OMol25.

Positions of all 117 atoms, in Å:
Eu1 -1.3013 -0.5328 -1.0348
C1 -3.0404 -5.1155 -2.5431
N1 -3.1653 -4.0065 -3.5380
C2 -4.0321 -4.2206 -4.7269
C3 -2.5692 -2.8197 -3.2609
O1 -2.0049 -2.5825 -2.1387
C4 -2.5764 -1.7056 -4.3368
O2 -1.7914 -0.6215 -3.8129
C5 -1.8325 0.6109 -4.5267
C6 -1.0176 1.5852 -3.6774
O3 -0.8821 1.3049 -2.4214
N2 -0.4577 2.6596 -4.2519
C7 0.3501 3.6119 -3.4400
C8 -0.7066 3.1535 -5.6144
H1 -3.7558 -5.9103 -2.7978
H2 -3.2022 -4.7434 -1.5372
H3 -2.0153 -5.5416 -2.5353
H4 -3.3860 -4.2632 -5.6279
H5 -4.7424 -3.3956 -4.7849
H6 -4.5740 -5.1508 -4.6082
H7 -3.6266 -1.3772 -4.4930
H8 -2.0966 -2.0158 -5.2685
H9 -2.9034 0.9620 -4.5927
H10 -1.3797 0.5731 -5.5394
H11 0.6734 3.1074 -2.5338
H12 -0.2355 4.4623 -3.0627
H13 1.2014 3.9154 -4.0529
H14 -1.2911 2.4309 -6.1468
H15 0.2756 3.2311 -6.0854
H16 -1.2445 4.0867 -5.5559
C9 3.3402 0.0512 -3.9040
C10 2.7354 -0.7608 -2.7150
C11 1.4421 -1.4788 -3.0383
C12 2.5796 0.0864 -1.4877
C13 3.6478 0.8636 -0.9509
C14 3.2737 1.1604 0.3660
C15 4.2074 1.5535 1.4378
C16 5.2017 0.3832 1.6940
C17 4.9332 2.8792 1.0284
N3 1.9984 0.6908 0.5308
N4 1.5564 0.0411 -0.6227
B1 0.9923 0.7625 1.7772
N5 -0.1038 1.9083 1.6019
N6 -1.2814 1.7773 0.8189
C18 -2.0202 2.9063 0.9711
C19 -1.3552 3.7292 1.9202
C20 -0.1440 3.1231 2.2164
C21 0.8145 3.8487 3.1865
C22 2.2982 3.8437 2.7939
C23 0.6115 3.3910 4.6490
C24 -3.4062 3.1617 0.4351
C25 -4.2840 2.1196 1.0847
C26 -3.4575 3.0861 -1.0898
N7 0.4725 -0.7179 2.0618
N8 -0.8197 -1.1865 1.6509
C27 -1.3217 -1.8728 2.6984
C28 -0.3502 -1.9723 3.7371
C29 0.7574 -1.2717 3.3105
C30 2.0181 -1.0490 4.0860
C31 3.1531 -1.9109 3.5290
C32 1.7995 -1.1670 5.6071
C33 -2.6300 -2.5473 2.7402
C34 -2.5137 -3.9042 3.4315
C35 -3.2297 -2.7804 1.3282
H17 3.2899 -0.5482 -4.8444
H18 4.3915 0.2368 -3.6615
H19 2.7993 0.9949 -4.0446
H20 3.4467 -1.5663 -2.4469
H21 0.9781 -1.9229 -2.1411
H22 0.7069 -0.8587 -3.5714
H23 1.5715 -2.3536 -3.7231
H24 4.5354 1.1164 -1.5104
H25 3.6241 1.6509 2.3372
H26 6.0750 0.4804 1.0607
H27 4.7131 -0.5715 1.4951
H28 5.5391 0.4156 2.7242
H29 5.6341 2.6228 0.2296
H30 5.4826 3.2843 1.8637
H31 4.2237 3.6448 0.6605
H32 1.7019 1.1560 2.6652
H33 -1.7714 4.6417 2.3502
H34 0.4686 4.8882 3.1488
H35 2.9462 3.4297 3.5846
H36 2.6014 4.8726 2.6104
H37 2.4573 3.3201 1.8299
H38 0.8614 2.3359 4.8229
H39 -0.3807 3.5649 5.0483
H40 1.2665 3.9660 5.2709
H41 -3.6664 4.1515 0.7643
H42 -3.8675 1.1626 0.9144
H43 -5.3033 2.1317 0.7091
H44 -4.3872 2.2351 2.1654
H45 -2.8695 2.2330 -1.4599
H46 -3.0548 4.0056 -1.5334
H47 -4.5076 2.9869 -1.3784
H48 -0.4478 -2.5543 4.6349
H49 2.2454 0.0157 3.8315
H50 3.0438 -2.9008 3.9678
H51 4.1312 -1.5362 3.7978
H52 3.1110 -2.0362 2.4420
H53 1.4999 -2.1788 5.9296
H54 1.0889 -0.4346 6.0183
H55 2.7407 -0.9556 6.1006
H56 -3.3595 -1.9193 3.2567
H57 -1.9251 -4.6307 2.8855
H58 -3.5222 -4.3425 3.4887
H59 -2.1715 -3.8734 4.4595
H60 -2.5265 -3.4059 0.7370
H61 -3.4171 -1.8189 0.7939
H62 -4.2026 -3.2793 1.4243
O4 -4.9800 -0.2054 -1.2030
C36 -3.8278 -0.1831 -1.2426
Cl1 0.7305 -4.7203 -0.3168
C37 1.8274 -4.4151 1.0121
Cl2 3.4057 -3.7934 0.3913
H63 2.1044 -5.2920 1.6169
H64 1.3602 -3.6865 1.6957

Summary:
Net charge: +2
HOMO energy (spin up / spin down), eV: -12.6 / -12.6
E_tot, eV: -104558.1347
Relative energy (zero: lowest compared OMol25 entry of this formula, charge and spin), kJ/mol: 70.5
Gap between HOMO and LUMO (spin up / spin down), eV: 4.415 / 6.273
2S+1: 7

Results of the Mulliken charge analysis, in e, for atoms 1 through 2: atom 1 (Eu): 1.09, atom 2 (C): -0.65



4.
The following is a quantum chemistry calculation of a structure of composition C33H38As2N7Rh, from OMol25.

Positions of all 81 atoms, in Å:
Rh1 -0.2616 0.6599 -0.3587
C1 0.2903 -0.3174 3.1941
As1 -1.0226 -0.0147 1.8179
C2 -2.0534 -1.6508 1.7629
C3 -2.2207 1.3596 2.4350
C4 -2.5744 1.4911 3.7725
C5 -3.4553 2.4939 4.1544
C6 -3.9873 3.3539 3.2037
C7 -3.6397 3.2205 1.8660
C8 -2.7498 2.2261 1.4787
As2 -2.2634 1.9868 -0.3766
C9 -3.8661 1.2511 -1.1698
C10 -2.0602 3.7402 -1.1386
H1 -0.2015 -0.7264 4.0753
H2 0.7882 0.6154 3.4482
H3 1.0247 -1.0324 2.8260
H4 -2.5295 -1.8147 2.7286
H5 -1.3908 -2.4863 1.5403
H6 -2.8203 -1.5757 0.9937
H7 -2.1680 0.8237 4.5230
H8 -3.7260 2.6038 5.1956
H9 -4.6741 4.1334 3.5045
H10 -4.0617 3.9012 1.1366
H11 -4.5977 2.0508 -1.2813
H12 -4.2705 0.4901 -0.5046
H13 -3.6419 0.8302 -2.1467
H14 -3.0160 4.2602 -1.1021
H15 -1.7535 3.6253 -2.1782
H16 -1.3074 4.2944 -0.5811
C11 0.3711 0.7517 -3.5118
N1 0.4770 1.3808 -2.1940
C12 1.1557 2.4647 -2.0410
C13 1.2310 3.0184 -0.7364
C14 1.8442 4.1210 -0.1578
C15 1.5241 4.0875 1.2055
C16 0.7301 2.9669 1.4231
N2 0.5559 2.3246 0.2485
C17 -0.9915 0.9727 -4.1151
C18 -1.2928 2.1772 -4.7434
C19 -2.5551 2.3937 -5.2762
C20 -3.5229 1.3991 -5.1969
C21 -3.2230 0.1892 -4.5882
C22 -1.9625 -0.0183 -4.0421
H17 0.5538 -0.3197 -3.3983
H18 1.1582 1.1533 -4.1544
H19 1.6710 2.9280 -2.8793
H20 2.4440 4.8569 -0.6685
H21 1.8185 4.7989 1.9588
H22 0.2674 2.6386 2.3394
H23 -0.5328 2.9458 -4.8353
H24 -2.7771 3.3274 -5.7752
H25 -4.5002 1.5585 -5.6323
H26 -3.9647 -0.5987 -4.5556
H27 -1.7212 -0.9798 -3.5996
C23 0.7140 -2.4709 -1.2238
C24 1.7666 -1.5973 -0.6392
N3 1.5451 -0.3887 -0.1483
C25 2.7500 0.1050 0.3136
C26 3.6989 -0.8404 0.1109
N4 3.0697 -1.9099 -0.4883
C27 3.6872 -3.2043 -0.8030
N5 3.2419 -4.2347 0.0741
N6 2.2722 -5.0988 -0.3492
N7 1.9587 -5.8776 0.6033
C28 2.7213 -5.5561 1.7118
C29 2.7550 -6.1293 2.9860
C30 3.6356 -5.5852 3.8906
C31 4.4701 -4.5007 3.5469
C32 4.4505 -3.9288 2.2938
C33 3.5527 -4.4888 1.3818
H28 -0.1883 -1.8784 -1.4136
H29 0.4550 -3.2927 -0.5563
H30 1.0257 -2.9183 -2.1673
H31 2.8400 1.0833 0.7532
H32 4.7519 -0.8510 0.3326
H33 4.7656 -3.0742 -0.7372
H34 3.4229 -3.5005 -1.8160
H35 2.1200 -6.9685 3.2336
H36 3.7048 -5.9993 4.8869
H37 5.1551 -4.1156 4.2904
H38 5.1098 -3.1096 2.0395

Summary:
Net charge: +2
HOMO energy, eV: -13.3
E_tot, eV: -169941.0014
Relative energy (zero: lowest compared OMol25 entry of this formula, charge and spin), kJ/mol: 0.0
Gap between HOMO and LUMO, eV: 6.402

Results of the Mulliken charge analysis, in e, for atoms 1 through 2: atom 1 (Rh): -0.08, atom 2 (C): -1.36